Record 1
80
Properties=species:S:1:pos:R:3:forces:R:3:lowdin_charge:R:1 method="wB97M-V/def2-TZVPD" e_tot_ha=-2674.0540 de_lowest_kcal_mol=8.4 orbital_gap_ha=0.27667 homo_energy_ev=-10.781 total_charge=+1
Ir 0.1868 0.3846 0.4022 0.013 0.444 -1.014 0.88
C -6.0449 0.4983 -3.9416 0.001 -0.005 0.003 -0.01
C -4.9335 -0.4803 -4.2969 -0.009 0.000 -0.003 -0.30
C -4.6341 -0.5587 -5.7858 0.006 0.002 -0.003 -0.13
C -4.1069 0.7722 -6.3023 0.008 -0.007 -0.001 -0.12
C -2.9593 1.2542 -5.4549 0.002 -0.018 0.019 -0.12
C -2.0234 2.1269 -5.9605 -0.003 0.003 -0.007 0.07
C -0.9467 2.5450 -5.1807 -0.003 0.006 -0.019 -0.25
F -0.0596 3.3817 -5.7325 -0.002 -0.001 0.004 0.09
C -0.7656 2.1168 -3.8978 -0.025 -0.021 0.002 0.09
C -1.7110 1.2332 -3.3583 -0.060 0.007 -0.008 -0.05
C -1.5163 0.7170 -2.0153 0.093 -0.022 0.055 -0.29
O -0.5060 1.1400 -1.3733 -0.095 0.051 -0.051 -0.18
C -2.4346 -0.2400 -1.5419 0.043 0.049 0.071 -0.03
C -3.4919 -0.5904 -2.3551 0.009 -0.025 -0.042 0.05
N -3.6926 -0.1099 -3.5732 -0.028 0.032 0.018 0.04
C -2.7977 0.8015 -4.1288 0.011 0.049 0.010 -0.07
C -2.3787 -0.9592 -0.2338 -0.057 0.042 -0.177 -0.54
O -3.2453 -1.7493 0.0648 0.042 -0.015 0.063 0.10
O -1.3759 -0.7455 0.6046 -0.105 -0.227 0.280 -0.24
H -6.9553 0.2371 -4.4812 -0.001 0.003 -0.001 0.10
H -5.7732 1.5226 -4.1979 0.001 -0.002 0.000 0.09
H -6.2602 0.4641 -2.8736 0.000 0.003 0.000 0.09
H -5.1964 -1.4742 -3.9341 0.010 -0.006 0.002 0.15
H -5.5437 -0.8465 -6.3123 0.000 -0.001 -0.003 0.13
H -3.8933 -1.3433 -5.9593 0.000 -0.003 0.005 0.12
H -4.9025 1.5217 -6.3033 0.000 -0.002 0.003 0.13
H -3.7755 0.6739 -7.3359 -0.004 0.007 -0.002 0.13
H -2.1037 2.4874 -6.9785 0.007 0.003 0.002 0.14
H 0.0904 2.4255 -3.3140 -0.012 0.009 0.008 0.14
H -4.2129 -1.3075 -1.9827 0.001 0.002 -0.002 0.16
C -1.5986 -3.1894 -3.6653 0.001 -0.009 0.051 -0.08
C -0.8782 -2.1327 -4.2011 0.017 0.020 -0.017 -0.07
C 0.0759 -1.4786 -3.4322 0.048 -0.059 -0.024 -0.09
C 0.3491 -1.8761 -2.1204 -0.059 0.051 -0.075 -0.26
C -0.3846 -2.9502 -1.6077 0.052 -0.034 0.051 -0.11
C -1.3516 -3.5977 -2.3602 -0.013 -0.012 -0.046 -0.06
Si 1.5266 -0.9093 -1.0219 0.106 -0.131 0.084 0.66
C 2.7566 -2.0738 -0.2086 -0.098 -0.022 0.014 -0.27
C 2.9004 -3.3909 -0.6521 -0.040 -0.016 0.022 -0.09
C 3.9261 -4.2007 -0.1785 -0.028 -0.024 0.041 -0.08
C 4.8258 -3.7060 0.7535 -0.006 -0.013 -0.001 -0.08
C 4.7020 -2.3970 1.2039 -0.019 -0.001 0.003 -0.08
C 3.6816 -1.5910 0.7232 0.039 -0.038 -0.012 -0.13
C 2.5413 0.3326 -1.9948 -0.078 0.066 0.084 -0.28
C 3.1114 0.0391 -3.2353 0.076 0.007 0.002 -0.09
C 3.8810 0.9786 -3.9091 -0.019 -0.044 0.006 -0.07
C 4.1058 2.2278 -3.3490 -0.015 -0.011 0.050 -0.07
C 3.5691 2.5319 -2.1053 0.021 0.056 0.007 -0.07
C 2.7982 1.5895 -1.4423 -0.152 -0.034 -0.082 -0.12
H -2.3448 -3.7006 -4.2604 -0.003 -0.015 -0.015 0.11
H -1.0554 -1.8137 -5.2217 0.001 0.010 0.001 0.11
H 0.6065 -0.6403 -3.8648 0.035 0.038 -0.006 0.10
H -0.2052 -3.2846 -0.5922 0.004 -0.001 0.079 0.10
H -1.9143 -4.4172 -1.9324 0.008 0.002 0.013 0.11
H 2.2152 -3.7925 -1.3898 0.008 0.011 -0.008 0.10
H 4.0250 -5.2147 -0.5446 0.004 0.003 0.000 0.11
H 5.6323 -4.3307 1.1152 -0.001 -0.005 0.005 0.11
H 5.4146 -2.0004 1.9165 0.016 0.007 -0.002 0.11
H 3.6106 -0.5680 1.0749 0.019 0.007 -0.028 0.08
H 2.9716 -0.9379 -3.6834 -0.037 -0.025 -0.003 0.11
H 4.3093 0.7315 -4.8721 0.001 0.004 0.005 0.11
H 4.7034 2.9600 -3.8757 0.001 0.001 0.005 0.11
H 3.7502 3.4996 -1.6557 -0.003 0.000 -0.006 0.11
H 2.3764 1.8575 -0.4727 0.004 0.021 0.072 0.08
S 1.0995 0.0287 2.4198 0.366 -0.041 0.678 0.64
C 1.0776 -1.6623 2.8146 -0.354 -0.104 -0.169 -0.72
N 0.0825 -2.4249 2.3942 0.266 0.005 0.057 0.06
C -0.0276 -3.8490 2.7094 0.051 0.062 -0.023 -0.13
C 1.3488 -4.4083 3.0304 -0.035 -0.031 -0.009 -0.14
C 2.0466 -3.5351 4.0579 0.013 0.037 0.000 -0.14
N 2.0290 -2.1492 3.5929 0.011 -0.011 0.126 0.04
H -0.6337 -1.9621 1.8390 -0.084 -0.070 -0.055 0.09
H -0.4519 -4.3546 1.8435 -0.046 0.011 -0.004 0.12
H -0.7159 -3.9811 3.5469 0.006 -0.007 0.008 0.13
H 1.9507 -4.4452 2.1209 0.037 0.014 -0.037 0.11
H 1.2505 -5.4222 3.4152 0.014 -0.006 -0.014 0.13
H 3.0861 -3.8343 4.1757 0.010 0.008 0.008 0.13
H 1.5587 -3.6003 5.0332 -0.009 -0.015 -0.005 0.13
H 2.7704 -1.5200 3.8539 0.017 -0.018 -0.038 0.14

---

Record 2
14
Properties=species:S:1:pos:R:3:forces:R:3:lowdin_charge:R:1 method="wB97M-V/def2-TZVPD" e_tot_ha=-382.5801 de_lowest_kcal_mol=66.3 smiles="C#C/C(=C/C)OC=O" orbital_gap_ha=0.35005 homo_energy_ev=-8.960
C -1.3497 0.0125 2.6402 0.671 1.580 -4.512 0.17
C -1.0682 0.2169 1.4358 -0.664 -1.887 5.861 -0.07
C -0.4009 -0.0269 0.2312 -1.038 -0.110 -1.261 -0.30
C 0.2286 -1.1911 -0.0305 0.339 2.493 -1.039 -0.07
C 1.1304 -1.4433 -1.1903 -1.810 0.514 -2.143 -0.08
O -0.8585 0.9615 -0.7038 1.522 0.781 -0.569 0.01
C -0.2441 2.2118 -0.7111 0.912 -2.352 0.716 -0.29
O 0.7589 2.5000 -0.1482 0.438 -0.288 0.766 0.11
H -1.6663 0.1931 3.6259 -0.208 -0.197 0.629 0.01
H 0.1955 -1.9024 0.7266 -0.004 -0.967 1.409 0.10
H 2.0135 -0.8076 -1.0957 -0.005 -0.144 -0.199 0.08
H 0.5242 -1.1196 -2.1658 1.609 -0.769 1.786 0.13
H 1.4177 -2.5027 -1.2550 -0.101 0.474 -0.110 0.07
H -0.6811 2.8978 -1.3591 -1.661 0.872 -1.334 0.12